1.
23
Properties=species:S:1:pos:R:3:forces:R:3 method="wB97M-V/def2-TZVPD" gap_ev="8.33 / 7.42" total_charge=+1 multiplicity=1 total_energy_ha=-404.609136 e_homo_ev="-11.53 / -11.54"
C -2.363 -0.026 -0.130 0.76 -1.23 0.16
C -1.156 -0.059 -0.062 1.53 0.41 0.53
C -3.738 -0.393 -0.131 -1.67 -0.98 -1.77
C 1.768 -1.410 1.345 -0.11 -0.47 3.15
C 2.268 -0.597 -0.831 0.24 1.09 -0.48
C 0.139 2.415 0.466 -4.14 -0.66 -2.16
C 0.216 0.093 0.209 -2.25 1.01 -0.65
N 1.149 -0.987 0.062 1.29 0.09 1.81
O 0.782 1.276 0.479 0.29 -0.73 0.66
H -4.172 -0.494 0.862 -0.03 0.27 -0.03
H -3.907 -1.394 -0.678 0.60 1.33 0.91
H -4.285 0.309 -0.779 -0.23 -0.05 0.60
H 2.589 -0.734 1.607 -0.66 0.35 0.14
H 0.996 -1.534 2.197 1.13 0.66 -1.56
H 2.288 -2.368 1.322 -0.35 -0.20 -0.86
H 2.996 -1.403 -0.814 0.17 0.09 -0.05
H 1.769 -0.568 -1.830 1.05 0.74 0.57
H 2.725 0.397 -0.345 -1.10 -2.28 -1.72
H 0.390 3.203 1.056 1.85 1.72 1.56
H -0.939 2.530 0.050 2.07 -0.94 0.78
H -0.360 2.050 -1.868 0.99 -0.88 -0.46
H 0.195 1.518 -1.998 -0.88 0.82 -0.05
H 0.652 -1.823 -0.188 -0.54 -0.18 -1.09

***

2.
23
Properties=species:S:1:pos:R:3:forces:R:3 method="wB97M-V/def2-TZVPD" gap_ev=8.12 total_charge=+1 multiplicity=1 total_energy_ha=-404.722967 e_homo_ev=-12.18
C -4.835 0.445 -0.223 0.49 -0.81 -3.09
C -1.352 0.348 -0.085 2.34 2.68 2.18
C -3.678 -0.423 0.142 -0.96 -1.74 2.29
C 3.546 1.110 -0.344 1.25 0.97 1.99
C 3.330 -0.182 0.520 -0.32 3.34 0.77
C 2.523 -1.101 -0.251 -0.59 -1.39 -1.50
C 1.217 -1.440 -0.121 0.09 1.35 -1.53
N -2.462 -0.140 0.017 -3.74 -1.25 0.09
O 0.344 -0.815 0.803 0.03 -1.86 -1.24
H -4.534 1.392 -0.662 0.22 0.02 -0.18
H -5.463 -0.123 -1.035 0.79 1.02 1.90
H -0.818 0.184 -1.019 0.44 0.40 0.38
H -1.061 1.025 0.882 -0.27 -1.38 -2.99
H -4.041 -1.358 0.803 1.47 1.71 -1.81
H 2.658 1.552 -0.695 -1.61 0.60 0.10
H 4.161 1.950 0.195 -1.03 -1.81 -0.95
H 3.996 0.854 -1.256 1.32 -0.41 -1.20
H 2.857 0.200 1.420 -0.08 -0.28 0.53
H 4.331 -0.461 0.767 0.42 -0.96 0.27
H 3.193 -1.345 -1.114 -1.52 -0.87 0.35
H -5.327 0.677 0.677 -1.21 -0.12 1.03
H 0.541 -1.881 -0.901 1.35 -0.14 0.79
H 0.875 -0.467 1.478 1.13 0.94 1.81

***

3.
26
Properties=species:S:1:pos:R:3:forces:R:3 method="wB97M-V/def2-TZVPD" gap_ev="8.24 / 4.65" total_charge=+1 multiplicity=1 total_energy_ha=-1276.303025 e_homo_ev="-11.93 / -10.18"
C -0.418 0.034 0.194 1.64 -1.28 -1.12
C -0.256 0.507 -2.929 -0.36 0.45 0.50
C -3.693 -1.477 0.096 -1.19 1.87 1.50
C 3.209 -0.645 0.428 -1.16 -4.70 -2.00
C 2.207 1.483 1.019 -1.76 0.27 4.45
C -2.600 -0.441 0.647 -1.99 -2.94 0.99
C 0.901 -0.422 0.052 -1.82 -1.09 -0.85
N 2.005 0.191 0.403 2.18 0.80 0.05
O -0.608 1.270 0.629 -0.24 0.58 0.37
O -1.455 -0.739 -0.158 1.52 0.82 0.76
S -1.430 -0.494 -2.957 0.30 -0.02 -0.23
S 0.624 1.795 -2.323 0.37 -0.46 -1.62
H -3.551 -1.402 -0.980 -0.71 -0.08 -0.09
H -3.426 -2.480 0.402 0.03 -0.15 0.14
H -4.837 -1.254 0.477 3.12 -0.36 -1.14
H 3.555 -1.007 -0.599 -0.60 1.09 0.91
H 4.081 -0.422 0.951 0.96 1.74 1.04
H 2.955 -1.677 0.879 -0.01 1.55 -0.39
H 1.810 1.360 2.197 1.34 0.29 -2.67
H 3.252 1.729 1.062 0.30 -0.14 -0.10
H 1.649 2.384 0.761 -0.19 -0.65 -0.99
H -2.342 -0.705 1.744 -0.44 0.73 -1.59
H -2.902 0.575 0.488 -0.23 0.47 0.12
H 1.064 -1.409 -0.415 -0.36 0.55 0.45
H -1.045 1.206 1.481 -0.43 0.55 0.46
H 1.253 2.040 -3.549 -0.27 0.11 1.07

***

4.
24
Properties=species:S:1:pos:R:3:forces:R:3 method="wB97M-V/def2-TZVPD" gap_ev="8.27 / 7.43" multiplicity=1 total_energy_ha=-746.261139 e_homo_ev="-9.05 / -8.20"
C -1.752 1.403 0.881 -1.69 -0.64 -0.79
C -2.062 3.421 1.564 1.37 -3.34 1.21
C -0.536 2.987 1.664 -0.70 2.31 0.03
C 0.917 -3.262 -0.987 -0.93 -1.43 -1.81
C 0.790 -0.895 -2.179 1.05 -2.41 0.92
C 1.591 -1.359 0.229 0.29 1.08 -0.55
C 0.606 -1.822 -0.849 -1.12 2.58 -0.24
N -2.674 2.241 0.858 0.66 -0.38 0.33
O -0.542 1.595 1.325 1.01 0.03 0.58
P -1.170 -1.746 -0.181 0.37 0.32 -0.22
H -2.482 3.479 2.533 -0.69 0.26 1.00
H -2.294 4.239 1.004 -0.08 2.52 -1.37
H -0.077 3.570 0.881 0.82 -0.20 -0.41
H 0.008 3.205 2.606 -0.62 -0.50 -0.44
H 1.922 -3.300 -1.418 -0.05 -0.70 0.09
H 0.852 -3.718 -0.011 0.42 -0.31 0.30
H 0.160 -3.841 -1.610 1.08 0.75 0.34
H 0.918 -1.632 -3.045 -0.53 1.41 0.82
H 1.788 -0.452 -1.980 -0.63 0.17 -0.63
H 0.014 -0.122 -2.299 0.41 -0.54 -0.13
H 2.647 -1.377 -0.172 -0.92 -0.71 0.75
H 1.478 -0.340 0.556 -0.40 0.79 -0.24
H 1.335 -1.901 1.120 0.84 -0.73 0.55
H -1.439 -0.374 -0.488 0.05 -0.32 -0.10

***

5.
22
Properties=species:S:1:pos:R:3:forces:R:3 method="wB97M-V/def2-TZVPD" gap_ev="3.20 / 8.25" total_charge=-1 s_squared=0.76 multiplicity=2 total_energy_ha=-350.261418 e_homo_ev="0.91 / -4.38"
C -2.080 0.818 -1.071 -1.14 0.54 -0.30
C -0.871 0.994 -0.151 -0.01 0.07 -0.43
C 0.305 0.223 -0.664 -0.26 0.50 -0.56
C 0.761 -0.871 -0.039 0.97 -1.54 2.12
C 0.201 -1.498 1.191 -0.61 1.61 -0.97
C -0.040 -2.800 1.352 -0.56 -1.39 0.01
C 1.049 0.805 -1.841 -0.07 -0.83 0.90
H -2.209 -0.178 -1.495 0.24 -0.17 0.29
H -2.094 1.496 -1.934 0.48 -0.02 0.03
H -3.028 1.078 -0.576 0.16 -0.15 0.22
H -0.650 2.073 -0.091 0.21 -0.08 -0.11
H -1.111 0.723 0.872 -0.12 -0.26 0.04
H 1.674 -1.424 -0.261 -0.16 0.26 -1.14
H -0.234 -0.787 1.885 -0.11 -0.24 0.19
H -0.718 -3.199 2.101 0.33 0.35 0.44
H 0.210 -3.580 0.636 0.36 0.36 -0.23
H 1.858 0.103 -2.046 0.17 0.29 -0.31
H 1.457 1.764 -1.510 0.25 0.39 -0.24
H 0.446 0.933 -2.737 -0.07 0.15 0.00
H 1.762 1.915 2.085 0.10 -0.34 -0.17
H 1.871 0.352 1.885 -0.14 0.39 -0.11
O 1.440 1.059 2.410 -0.01 0.11 0.35

***

6.
22
Properties=species:S:1:pos:R:3:forces:R:3 method="wB97M-V/def2-TZVPD" gap_ev=9.91 multiplicity=1 total_energy_ha=-350.288786 smiles="C=C/C(=C/C)CC.O" e_homo_ev=-8.98
C 1.909 1.324 -0.812 -0.21 0.43 -1.01
C 1.049 1.003 0.139 -0.09 -0.72 1.22
C 0.400 -0.299 0.406 0.10 -0.72 -1.14
C 1.133 -1.407 0.274 0.48 -0.74 0.73
C 0.620 -2.830 0.367 -0.31 0.65 -1.50
C -1.129 -0.407 0.579 1.43 1.62 -0.07
C -1.793 0.875 1.106 -0.94 -0.49 -0.44
H 2.277 2.336 -0.918 0.22 0.01 0.39
H 2.144 0.697 -1.665 -0.09 -0.34 0.21
H 0.860 1.675 0.950 -0.08 0.96 0.09
H 2.213 -1.353 0.151 -0.13 0.38 -0.10
H 1.146 -3.441 -0.372 0.48 -0.11 0.42
H -0.370 -2.826 -0.089 -0.43 -0.25 0.69
H 0.658 -3.290 1.349 -0.10 -0.01 0.07
H -1.492 -0.515 -0.446 -0.30 -0.81 0.20
H -1.280 -1.229 1.267 -0.60 -0.30 -0.40
H -1.270 1.777 0.910 1.14 0.72 0.19
H -2.035 0.801 2.160 -0.12 0.19 0.09
H -2.676 1.114 0.503 -0.40 -0.54 0.49
O -1.191 2.100 -1.937 0.40 -0.23 0.06
H -0.538 2.261 -2.628 -0.22 0.15 -0.18
H -0.636 1.634 -1.292 -0.24 0.16 0.01

***

7.
22
Properties=species:S:1:pos:R:3:forces:R:3 method="wB97M-V/def2-TZVPD" gap_ev=9.65 multiplicity=1 total_energy_ha=-350.274047 smiles="C=C/C=C/CCC.O" e_homo_ev=-8.75
C -1.141 -0.016 2.602 0.47 0.95 -0.43
C -1.076 -0.015 1.268 -0.53 0.48 0.40
C 0.071 0.546 0.530 -0.78 -0.20 -0.64
C 0.012 1.016 -0.721 -0.57 -1.46 -0.91
C 1.150 1.110 -1.721 -0.26 2.02 0.56
C 2.419 0.387 -1.274 -0.15 -0.76 0.70
C 2.124 -1.135 -1.542 2.44 0.08 0.65
H -0.359 0.518 3.129 0.22 -0.25 0.15
H -1.970 -0.293 3.220 -0.41 -0.56 -0.12
H -1.896 -0.421 0.671 0.19 0.06 0.08
H 1.001 0.432 1.034 0.74 -0.05 0.22
H -0.975 1.102 -1.218 0.41 -0.02 0.55
H 0.835 0.773 -2.705 -0.28 -0.69 0.06
H 1.180 2.198 -1.953 0.95 -0.26 0.35
H 3.339 0.736 -1.773 -0.52 -0.23 -0.03
H 2.604 0.516 -0.191 -0.14 0.25 -0.56
H 1.086 -1.366 -1.350 -0.30 -0.07 -0.98
H 2.653 -1.874 -0.911 0.00 0.78 0.59
H 2.685 -1.378 -2.454 -1.47 -0.11 -0.64
O -4.690 -1.342 1.690 0.30 0.88 0.16
H -4.048 -0.744 1.277 -0.02 -0.45 -0.23
H -5.003 -0.752 2.391 -0.28 -0.41 0.08

***

8.
22
Properties=species:S:1:pos:R:3:forces:R:3 method="wB97M-V/def2-TZVPD" gap_ev=9.93 multiplicity=1 total_energy_ha=-350.274388 e_homo_ev=-9.01
C 3.562 -0.227 0.231 -3.55 -2.01 3.69
C 2.137 0.117 -0.204 0.36 0.38 0.27
C 1.016 -0.604 -0.052 0.04 -1.74 -0.07
C 1.016 -2.016 0.630 -4.50 1.17 -0.45
C -0.333 -0.218 -0.667 -0.09 -0.55 0.15
C -1.145 0.697 0.259 -1.69 -0.98 -0.29
C -2.346 1.360 -0.489 0.17 0.95 1.00
O -3.564 1.053 0.143 -0.55 -3.70 0.45
H 3.801 -0.058 1.321 -0.35 0.85 -1.00
H 3.536 -1.303 0.331 0.68 -0.65 -0.77
H 4.290 0.138 -0.367 2.21 1.02 -1.91
H 2.099 1.071 -0.714 -0.44 0.10 -0.21
H 1.803 -2.585 0.374 3.06 -1.85 -1.26
H 1.041 -2.023 1.712 -0.33 0.39 0.35
H 0.062 -2.669 0.284 2.05 1.70 0.88
H -0.969 -1.111 -0.897 0.74 0.39 0.37
H -0.191 0.209 -1.668 0.13 0.48 0.38
H -1.618 0.128 1.165 1.10 0.88 -1.52
H -0.506 1.457 0.640 0.52 0.61 0.49
H -2.351 2.430 -0.286 0.69 0.27 -0.60
H -2.414 1.197 -1.579 0.37 -0.23 0.34
H -3.512 0.039 0.295 -0.62 2.53 -0.29

***

Energy above the lowest of the compared OMol25 structures with the same formula, charge and spin per entry: 7.845; 4.747; 0.305; 4.961; 0.430; 1.923; 2.324; 2.315 eV